Formula: C6H9F5I2IrN3O2Te
Source: OMol25
Level of theory: ωB97M-V/def2-TZVPD

The calculation puts the frontier orbital gap (alpha / beta) at 0.3249 / 0.2338 Eh. Its HOMO energy (alpha / beta) is -16.267 / -16.441 eV.

```
! wB97M-V def2-TZVPD RIJCOSX def2/J DEFGRID3
* xyz 2 5
Ir -1.30 0.14 0.65
I -1.82 1.06 3.24
C -2.28 2.95 2.35
I -2.44 2.75 0.24
H -1.47 3.63 2.57
H -3.23 3.29 2.75
C 3.30 1.83 0.53
N 2.64 0.57 0.17
C 3.32 -0.49 -0.38
C 2.70 -1.63 -0.75
C 1.29 -1.74 -0.56
N 0.66 -0.70 0.05
C 1.32 0.43 0.37
O 0.60 1.34 0.86
N 0.62 -2.79 -0.95
H 4.36 1.74 0.33
H 3.14 2.05 1.58
H 2.89 2.65 -0.06
H 4.38 -0.35 -0.51
H 3.26 -2.44 -1.19
H 1.09 -3.56 -1.40
H -0.38 -2.85 -0.84
F -3.05 -2.02 -2.80
Te -3.37 -1.11 -1.26
F -1.69 -0.21 -1.68
F -4.15 0.25 -2.19
F -4.87 -2.09 -1.02
F -2.17 -2.37 -0.51
O -3.35 -0.32 0.39
*
```

Formally, the Mulliken partial charges of the atoms, in units of the elementary charge, are as follows: 0.905 0.332 -0.788 0.370 0.416 0.492 -0.876 0.074 -0.001 -0.930 0.919 -0.326 0.515 -0.561 -0.205 0.303 0.330 0.340 0.401 0.386 0.228 0.229 -0.335 2.156 -0.556 -0.351 -0.338 -0.494 -0.636